1.
A single C22H27N3O5 molecule. Source: the OMol25 dataset; level of theory: the ωB97M-V functional and the def2-TZVPD basis.

Atoms and positions in Å:
C  0.70  3.15  1.63
C  1.89  2.76  0.77
O  2.53  1.61  1.32
C  2.58  0.49  0.56
O  2.08  0.40  -0.54
N  3.27  -0.50  1.16
C  3.57  -0.48  2.57
C  2.42  -1.15  3.36
C  1.76  -2.23  2.50
N  0.67  -1.67  1.73
C  -0.12  -2.42  0.94
O  -0.06  -3.64  0.90
C  -1.13  -1.64  0.10
C  -1.29  -2.30  -1.28
C  -2.28  -1.51  -2.09
C  -1.84  -0.53  -2.98
C  -2.75  0.27  -3.64
C  -4.11  0.10  -3.43
C  -4.55  -0.88  -2.56
C  -3.64  -1.67  -1.89
N  -0.80  -0.24  -0.05
C  -1.79  0.69  0.05
O  -2.80  0.51  0.71
C  -1.55  1.95  -0.67
C  -2.32  3.08  -0.71
C  -1.69  3.94  -1.64
C  -0.60  3.27  -2.09
O  -0.50  2.07  -1.52
C  2.80  -2.87  1.57
C  3.29  -1.82  0.56
H  -0.05  2.36  1.65
H  0.24  4.05  1.22
H  1.02  3.35  2.65
H  2.63  3.56  0.75
H  1.58  2.53  -0.25
H  3.73  0.54  2.90
H  4.50  -1.04  2.71
H  2.82  -1.59  4.27
H  1.68  -0.40  3.64
H  1.33  -3.02  3.14
H  0.57  -0.67  1.67
H  -2.09  -1.66  0.63
H  -1.62  -3.32  -1.13
H  -0.31  -2.31  -1.78
H  -0.78  -0.39  -3.14
H  -2.40  1.03  -4.32
H  -4.82  0.73  -3.95
H  -5.61  -1.01  -2.39
H  -3.99  -2.43  -1.20
H  0.00  -0.02  -0.65
H  -3.21  3.26  -0.15
H  -2.01  4.92  -1.93
H  0.16  3.54  -2.80
H  3.62  -3.25  2.17
H  2.34  -3.70  1.04
H  2.65  -1.79  -0.32
H  4.31  -2.05  0.24

HOMO-LUMO gap: 9.62 eV
E_tot: -1395.0728 Ha
structure (SMILES): CCOC(=O)N1CCC(NC(=O)[C@H](Cc2ccccc2)NC(=O)c2ccco2)CC1
highest occupied orbital energy: -8.89 eV

And the Mulliken charges, in e, turn out to be: number 1, C, carries -1.13; number 2, C, carries -0.33; number 3, O, carries -0.34; number 4, C, carries 0.87; number 5, O, carries -0.72; number 6, N, carries 0.15; number 7, C, carries -0.83; number 8, C, carries -0.97; number 9, C, carries -0.27; number 10, N, carries 0.11; number 11, C, carries -0.32; number 12, O, carries -0.69; number 13, C, carries 0.24; number 14, C, carries -1.11; number 15, C, carries 0.36; number 16, C, carries -0.11; number 17, C, carries -0.56; number 18, C, carries -0.50; number 19, C, carries -0.72; number 20, C, carries -0.20; number 21, N, carries 0.80; number 22, C, carries -0.15; number 23, O, carries -0.70; number 24, C, carries 0.71; number 25, C, carries -0.85; number 26, C, carries -0.60; number 27, C, carries -0.56; number 28, O, carries -0.05; number 29, C, carries -1.02; number 30, C, carries -0.81; number 31, H, carries 0.22; number 32, H, carries 0.36; number 33, H, carries 0.40; number 34, H, carries 0.37; number 35, H, carries 0.26; number 36, H, carries 0.39; number 37, H, carries 0.40; number 38, H, carries 0.46; number 39, H, carries 0.34; number 40, H, carries 0.59; number 41, H, carries 0.03; number 42, H, carries 0.52; number 43, H, carries 0.48; number 44, H, carries 0.40; number 45, H, carries 0.29; number 46, H, carries 0.42; number 47, H, carries 0.40; number 48, H, carries 0.39; number 49, H, carries 0.43; number 50, H, carries -0.07; number 51, H, carries 0.61; number 52, H, carries 0.52; number 53, H, carries 0.50; number 54, H, carries 0.46; number 55, H, carries 0.53; number 56, H, carries 0.34; number 57, H, carries 0.30



2.
A single C22H27NO2 molecule. Source: the OMol25 dataset; level of theory: the ωB97M-V functional and the def2-TZVPD basis.

Atoms and positions in Å:
C  -5.44  2.88  0.68
C  -4.74  3.81  1.64
O  -5.36  4.56  2.37
C  -3.25  3.77  1.65
C  -2.59  4.59  2.56
C  -1.21  4.59  2.62
C  -0.48  3.78  1.78
C  -1.12  2.96  0.86
C  -0.34  2.08  -0.08
N  -1.00  0.79  -0.24
C  -0.58  0.04  -1.40
C  0.83  -0.56  -1.28
C  0.96  -1.46  -0.04
C  0.15  -2.76  -0.22
O  0.24  -3.35  -1.49
C  2.45  -1.79  0.24
C  3.10  -2.67  -0.79
C  3.20  -4.04  -0.58
C  3.78  -4.86  -1.53
C  4.28  -4.32  -2.70
C  4.21  -2.95  -2.91
C  3.63  -2.14  -1.96
C  0.42  -0.69  1.19
C  -0.94  -0.04  0.95
C  -2.51  2.96  0.80
H  -5.16  1.85  0.88
H  -6.52  2.99  0.80
H  -5.16  3.12  -0.34
H  -3.18  5.22  3.22
H  -0.70  5.23  3.33
H  0.60  3.78  1.83
H  0.70  2.00  0.27
H  -0.32  2.56  -1.07
H  -0.62  0.69  -2.28
H  -1.30  -0.77  -1.55
H  1.04  -1.15  -2.18
H  1.56  0.25  -1.22
H  -0.92  -2.56  -0.08
H  0.45  -3.48  0.56
H  1.16  -3.61  -1.64
H  3.00  -0.85  0.31
H  2.50  -2.28  1.22
H  2.82  -4.48  0.33
H  3.85  -5.93  -1.36
H  4.74  -4.96  -3.45
H  4.61  -2.52  -3.81
H  3.59  -1.07  -2.12
H  1.14  0.08  1.46
H  0.34  -1.37  2.04
H  -1.21  0.58  1.81
H  -1.71  -0.81  0.84
H  -2.98  2.31  0.08

HOMO-LUMO gap: 8.87 eV
E_tot: -1059.7648 Ha
structure (SMILES): CC(=O)c1cccc(CN2CCC(CO)(Cc3ccccc3)CC2)c1
highest occupied orbital energy: -8.45 eV

And the Mulliken charges, in e, turn out to be: number 1, C, carries -1.33; number 2, C, carries 0.93; number 3, O, carries -0.61; number 4, C, carries 0.22; number 5, C, carries -0.80; number 6, C, carries -0.75; number 7, C, carries -0.73; number 8, C, carries -0.01; number 9, C, carries -0.64; number 10, N, carries 0.20; number 11, C, carries -1.62; number 12, C, carries -0.75; number 13, C, carries 1.85; number 14, C, carries -1.23; number 15, O, carries -0.61; number 16, C, carries -1.48; number 17, C, carries -0.08; number 18, C, carries 0.01; number 19, C, carries -0.53; number 20, C, carries -0.47; number 21, C, carries -0.82; number 22, C, carries 0.10; number 23, C, carries -1.42; number 24, C, carries -1.15; number 25, C, carries 0.22; number 26, H, carries 0.37; number 27, H, carries 0.36; number 28, H, carries 0.36; number 29, H, carries 0.48; number 30, H, carries 0.40; number 31, H, carries 0.43; number 32, H, carries 0.25; number 33, H, carries 0.50; number 34, H, carries 0.51; number 35, H, carries 0.50; number 36, H, carries 0.50; number 37, H, carries 0.45; number 38, H, carries 0.59; number 39, H, carries 0.34; number 40, H, carries 0.35; number 41, H, carries 0.56; number 42, H, carries 0.44; number 43, H, carries 0.30; number 44, H, carries 0.39; number 45, H, carries 0.39; number 46, H, carries 0.38; number 47, H, carries 0.41; number 48, H, carries 0.41; number 49, H, carries 0.53; number 50, H, carries 0.53; number 51, H, carries 0.35; number 52, H, carries 0.40



3.
A single C22H27NO6 molecule. Source: the OMol25 dataset; level of theory: the ωB97M-V functional and the def2-TZVPD basis.

Atoms and positions in Å:
C  2.72  0.95  3.82
C  1.99  -0.03  2.91
O  0.97  0.68  2.23
C  -0.13  -0.01  1.79
C  -1.35  0.64  1.89
C  -2.52  0.04  1.48
C  -2.50  -1.25  0.97
C  -3.76  -1.95  0.54
C  -4.46  -1.24  -0.61
N  -3.52  -0.93  -1.67
C  -3.75  0.07  -2.53
O  -4.78  0.70  -2.58
C  -2.56  0.35  -3.46
O  -1.48  0.94  -2.74
C  -0.58  0.13  -2.17
O  -0.65  -1.09  -2.20
C  0.46  0.90  -1.52
C  1.61  0.34  -1.09
C  2.65  1.05  -0.42
C  3.87  0.61  0.05
C  4.48  1.71  0.67
C  3.59  2.76  0.54
C  3.67  4.16  1.01
O  2.50  2.36  -0.12
C  -1.28  -1.89  0.83
C  -0.08  -1.30  1.22
O  1.14  -1.89  1.07
C  1.22  -3.10  0.35
C  2.69  -3.45  0.20
H  3.51  0.44  4.36
H  2.02  1.38  4.54
H  3.15  1.75  3.22
H  2.69  -0.47  2.19
H  1.55  -0.84  3.51
H  -1.35  1.64  2.30
H  -3.46  0.57  1.58
H  -3.52  -2.97  0.24
H  -4.46  -2.01  1.38
H  -4.90  -0.29  -0.28
H  -5.27  -1.86  -1.00
H  -2.63  -1.40  -1.66
H  -2.23  -0.58  -3.94
H  -2.86  1.08  -4.21
H  0.27  1.96  -1.40
H  1.78  -0.71  -1.26
H  4.27  -0.38  -0.05
H  5.44  1.74  1.14
H  3.62  4.85  0.16
H  2.83  4.39  1.66
H  4.60  4.33  1.55
H  -1.26  -2.89  0.41
H  0.70  -3.90  0.90
H  0.75  -2.98  -0.63
H  3.16  -3.52  1.17
H  3.20  -2.68  -0.38
H  2.79  -4.40  -0.32

HOMO-LUMO gap: 7.97 eV
E_tot: -1360.7218 Ha
structure (SMILES): CCOc1ccc(CCNC(=O)COC(=O)/C=C/c2ccc(C)o2)cc1OCC
highest occupied orbital energy: -7.93 eV

And the Mulliken charges, in e, turn out to be: number 1, C, carries -1.37; number 2, C, carries 0.09; number 3, O, carries -0.24; number 4, C, carries 0.21; number 5, C, carries -1.01; number 6, C, carries -0.69; number 7, C, carries 0.07; number 8, C, carries -1.24; number 9, C, carries -0.82; number 10, N, carries 0.03; number 11, C, carries 0.68; number 12, O, carries -0.66; number 13, C, carries -0.58; number 14, O, carries -0.36; number 15, C, carries 0.52; number 16, O, carries -0.69; number 17, C, carries -0.49; number 18, C, carries -0.02; number 19, C, carries 0.51; number 20, C, carries -0.63; number 21, C, carries -0.75; number 22, C, carries 0.56; number 23, C, carries -1.39; number 24, O, carries -0.38; number 25, C, carries -0.05; number 26, C, carries 1.24; number 27, O, carries -0.31; number 28, C, carries -0.36; number 29, C, carries -1.34; number 30, H, carries 0.40; number 31, H, carries 0.34; number 32, H, carries 0.16; number 33, H, carries 0.03; number 34, H, carries 0.46; number 35, H, carries 0.45; number 36, H, carries 0.42; number 37, H, carries 0.29; number 38, H, carries 0.42; number 39, H, carries 0.43; number 40, H, carries 0.41; number 41, H, carries 0.22; number 42, H, carries 0.35; number 43, H, carries 0.30; number 44, H, carries 0.51; number 45, H, carries 0.27; number 46, H, carries 0.51; number 47, H, carries 0.48; number 48, H, carries 0.38; number 49, H, carries 0.32; number 50, H, carries 0.35; number 51, H, carries 0.30; number 52, H, carries 0.43; number 53, H, carries 0.32; number 54, H, carries 0.31; number 55, H, carries 0.18; number 56, H, carries 0.45



Q: Which of these has the highest highest occupied orbital energy?
A: C22H27NO6



Q: Among the records above, which one has the lowest E_tot?
A: C22H27N3O5



Q: Among the records above, which one has the highest E_tot?
A: C22H27NO2



Q: Among the records above, which one has the highest E_tot?
A: C22H27NO2